Entry 1:
C22H69N16O13 | ωB97M-V/def2-TZVPD

Structure (XYZ):
```
120
Properties=species:S:1:pos:R:3:mulliken_charge:R:1
C 13.59976 -29.28270 -17.06767 0.90
C 13.49612 -30.31113 -15.89317 3.18
C 13.24146 -29.59732 -14.60372 -0.46
O 12.58141 -31.33451 -16.15895 -0.14
H 13.73822 -29.84128 -17.99337 -0.88
H 14.49397 -28.68373 -16.89525 0.52
H 12.76019 -28.60125 -17.20500 -0.91
H 14.55820 -30.55536 -15.87172 -2.41
H 12.25153 -29.14228 -14.63701 0.33
H 13.87421 -28.71640 -14.49560 -0.50
H 13.37507 -30.20562 -13.70918 1.00
C 13.27646 -25.00940 -14.87412 0.43
O 12.56059 -24.38104 -15.55386 -0.69
N 12.87981 -26.08076 -14.13244 0.24
N 14.60733 -24.76218 -14.79996 -0.18
H 11.90672 -26.35058 -14.11301 0.12
H 13.68324 -26.46749 -13.65804 0.04
H 15.21551 -25.26002 -14.16564 -0.05
H 14.89689 -24.08307 -15.48923 0.18
C 17.19743 -28.18940 -15.39824 0.32
O 17.09618 -28.47926 -14.22015 -0.67
N 17.15242 -27.02046 -15.90379 -0.27
N 17.50344 -28.99718 -16.29196 -0.09
H 16.78980 -26.30407 -15.29110 0.12
H 17.27021 -26.85588 -16.89330 0.24
H 17.26570 -28.89729 -17.26848 0.06
H 17.97265 -29.85037 -16.02358 0.23
C 17.10974 -32.87631 -17.08838 0.47
O 16.80607 -33.84096 -16.44554 -0.66
N 16.45244 -31.73500 -17.23801 1.36
N 18.25199 -32.81655 -17.72094 -0.48
H 16.88275 -31.03199 -17.82172 -0.22
H 15.50737 -31.73889 -16.88174 -0.90
H 18.35025 -32.38787 -18.63015 0.15
H 18.73669 -33.68446 -17.54232 0.29
C 9.96478 -26.28030 -16.43848 0.61
O 9.74409 -25.49770 -15.58101 -0.73
N 9.13855 -27.07644 -16.96715 -0.19
N 11.15741 -26.37873 -16.92081 -0.04
H 9.43720 -27.65961 -17.73581 0.12
H 8.18823 -26.96718 -16.64307 0.22
H 11.33235 -27.03614 -17.66735 -0.29
H 11.84922 -25.79802 -16.46885 0.04
C 13.06002 -32.31732 -19.52635 0.29
O 13.28637 -32.59106 -20.62665 -0.73
N 13.79597 -32.66736 -18.53031 0.17
N 12.07244 -31.59405 -19.10282 0.03
H 14.46048 -33.40375 -18.72072 0.18
H 13.53874 -32.38199 -17.59624 -0.28
H 12.00987 -31.31012 -18.13557 -0.07
H 11.44379 -31.32423 -19.84586 0.21
C 11.90946 -34.51320 -14.79506 0.33
O 11.56894 -35.60712 -14.31076 -0.80
N 12.51823 -33.57548 -14.11503 -0.22
N 11.74070 -34.20012 -16.04238 -0.30
H 12.80249 -32.70640 -14.54400 0.20
H 12.75652 -33.86980 -13.17872 0.15
H 12.12028 -33.31763 -16.35419 0.40
H 11.14857 -34.72299 -16.67173 0.19
C 8.80194 -30.62836 -16.08421 0.27
O 7.62953 -30.70480 -16.14373 -0.72
N 9.66512 -30.48937 -17.07182 -0.09
N 9.43510 -30.34266 -14.95432 0.09
H 10.64571 -30.53134 -16.83352 -0.17
H 9.30444 -30.93245 -17.90469 0.19
H 8.78103 -30.33288 -14.18479 0.17
H 10.42286 -30.54793 -14.90625 -0.24
C 17.27207 -29.41103 -19.98332 0.72
O 17.23843 -28.41427 -19.24309 -0.80
N 16.29909 -30.20965 -19.75781 -0.19
N 18.28871 -29.77764 -20.84637 -0.42
H 15.48801 -29.85658 -19.27037 0.03
H 16.38122 -31.07623 -20.27004 0.11
H 19.06010 -29.14868 -21.01805 0.24
H 18.19861 -30.61402 -21.40535 0.18
C 12.41220 -27.42805 -20.48150 -0.73
C 10.96617 -27.84056 -20.61368 -0.22
O 10.69276 -28.35524 -19.30518 -0.38
H 12.88471 -27.08616 -21.40235 0.45
H 13.05195 -28.23485 -20.12389 -0.04
H 12.54851 -26.59140 -19.79627 0.26
H 10.94576 -28.74366 -21.22367 0.25
H 10.28814 -27.01302 -20.82240 0.29
H 11.04645 -29.24460 -19.23071 0.10
C 17.00260 -33.08765 -11.73042 -1.54
C 17.37421 -31.88685 -12.57843 0.68
C 16.38178 -31.63708 -13.70411 -0.94
O 17.36695 -30.74267 -11.79152 -0.65
H 17.32050 -33.99552 -12.24309 0.37
H 15.96583 -33.03607 -11.39792 0.31
H 17.64824 -33.17080 -10.85617 0.43
H 18.32193 -32.06735 -13.08571 0.20
H 16.73376 -30.98200 -14.50104 -0.29
H 15.39223 -31.29433 -13.40175 0.40
H 16.27292 -32.50239 -14.35792 0.50
H 16.98082 -29.97666 -12.22249 0.32
C 17.67390 -26.33523 -11.56382 -1.30
C 16.13543 -26.07929 -11.83374 0.89
C 15.74184 -24.63774 -11.76105 -1.70
O 15.70887 -26.55542 -13.02411 0.12
H 17.98022 -26.03290 -10.56238 0.41
H 18.32612 -25.78743 -12.24399 0.32
H 17.93375 -27.39370 -11.57851 0.23
H 15.67646 -26.62440 -11.00895 0.29
H 16.40800 -24.00066 -12.34282 0.36
H 15.70226 -24.35332 -10.70955 0.41
H 14.73190 -24.60836 -12.17002 0.38
H 16.19975 -27.36622 -13.17655 -0.21
C 10.72279 -30.47405 -12.01329 -0.70
C 10.30652 -28.97005 -11.92704 1.07
C 9.92234 -28.55148 -10.55671 -1.79
O 11.35282 -28.17031 -12.42470 -0.58
H 9.94827 -31.20028 -11.76671 0.42
H 11.63685 -30.81632 -11.52807 0.32
H 11.03880 -30.56731 -13.05229 -0.20
H 9.43193 -28.84098 -12.56464 0.05
H 10.65753 -28.83438 -9.80333 0.39
H 9.03473 -28.94238 -10.05927 0.41
H 9.79164 -27.47295 -10.46842 0.37
H 11.74316 -28.57869 -13.20087 -0.26
```

strongest force on any atom	9.3	eV/Å
calculated total energy	-74398.25059	eV
HOMO-LUMO gap	7.81	eV
charge	-1
lowest unoccupied orbital energy	1.421	eV



Entry 2:
C22H70IO16P | ωB97M-V/def2-TZVPD

Structure (XYZ):
```
110
Properties=species:S:1:pos:R:3:mulliken_charge:R:1
I -0.28027 -2.50342 -1.66292 -0.12
P 1.36011 -2.33496 0.22648 0.31
C 2.68285 -2.07341 1.57860 -0.49
O 3.96182 -1.52034 1.10681 -0.37
C 3.79287 -0.60964 -0.03614 -0.05
C 3.09292 0.86986 0.18042 -0.17
C 2.89481 1.82914 -1.14099 -0.08
C 3.41886 1.24429 -2.58748 -0.28
C 4.16047 -0.20510 -2.82418 -0.45
C 4.35358 -1.16862 -1.50613 -0.22
H 0.97562 -0.94336 0.30829 0.06
H 0.57294 -3.25823 1.05318 0.14
H 2.32631 -2.90056 -0.67988 0.09
H 2.31061 -1.36124 2.45805 0.13
H 2.94117 -3.12972 2.07038 0.34
H 2.75015 1.15041 1.28412 0.25
H 2.36043 2.88139 -0.99628 0.29
H 3.26285 1.92732 -3.53817 0.20
H 4.56307 -0.60478 -3.85567 0.29
H 4.86303 -2.24032 -1.54400 0.36
C 0.20436 0.50819 4.27778 -0.13
O -0.26862 -0.76972 3.89365 -0.28
H 1.08078 0.75847 3.67548 0.00
H -0.57682 1.25319 4.10768 0.29
H 0.48351 0.49206 5.33422 -0.07
H -1.04572 -0.96441 4.44463 0.20
C -1.62830 -3.87591 4.52825 -0.22
O -0.25515 -4.01746 4.21402 -0.50
H -2.12227 -4.84263 4.40588 0.27
H -1.73370 -3.54381 5.56401 0.26
H -2.08450 -3.14799 3.85278 -0.13
H 0.15647 -3.14447 4.33157 0.33
C 0.55587 0.28406 8.33798 -0.54
O 1.14617 1.44807 7.78939 -0.42
H 0.17281 -0.33700 7.52493 0.11
H 1.30730 -0.27688 8.89915 0.30
H -0.26891 0.56820 8.99620 0.28
H 1.47667 1.97901 8.53385 0.26
C 0.57418 -5.40257 -4.52879 -0.54
O 0.75457 -4.00331 -4.64646 -0.49
H 0.90605 -5.88250 -5.45239 0.22
H 1.16781 -5.77834 -3.69177 0.29
H -0.48398 -5.62214 -4.36648 0.23
H 0.45172 -3.60493 -3.81283 0.05
C -0.40864 4.27331 2.66430 -0.47
O -1.38089 3.31127 3.02971 -0.40
H 0.11221 4.61121 3.56322 0.06
H 0.31103 3.82241 1.97658 0.23
H -0.89919 5.12576 2.18792 0.39
H -1.82626 3.03025 2.21237 0.22
C -2.82489 -5.55429 -6.29631 -0.50
O -1.45174 -5.69584 -6.61054 -0.52
H -3.31885 -6.52101 -6.41868 0.26
H -2.93029 -5.22219 -5.26055 0.29
H -3.28109 -4.82637 -6.97177 0.12
H -1.04012 -4.82285 -6.49299 0.30
C 2.90779 5.17473 -3.09706 -0.69
O 1.93554 4.21269 -2.73166 -0.30
H 3.42865 5.51263 -2.19815 0.22
H 3.62747 4.72383 -3.78478 0.31
H 2.41725 6.02718 -3.57345 0.26
H 1.49017 3.93167 -3.54899 0.23
C -4.47658 -3.41147 -9.70241 -0.50
O -5.10423 -4.02117 -8.58946 -0.49
H -3.40581 -3.32560 -9.50346 0.19
H -4.63151 -4.02721 -10.59183 0.25
H -4.89706 -2.41491 -9.85834 0.28
H -6.05249 -4.08386 -8.79495 0.28
C 2.59032 6.21865 4.20033 -0.47
O 2.05439 5.67200 3.00942 -0.44
H 1.85106 6.12349 4.99905 0.21
H 3.49557 5.67297 4.47774 0.18
H 2.82208 7.27530 4.04533 0.29
H 2.73217 5.77064 2.31931 0.26
C -3.00235 -1.76995 1.61205 0.04
O -3.53827 -2.31660 0.42114 -0.51
H -3.74161 -1.86511 2.41077 0.33
H -2.09710 -2.31563 1.88946 0.02
H -2.77059 -0.71330 1.45705 -0.12
H -2.86050 -2.21796 -0.26897 0.20
C -1.65899 3.33787 6.60921 -0.40
O -2.30109 4.10848 5.61011 -0.57
H -1.84099 3.79693 7.58371 0.33
H -2.06495 2.32329 6.60525 0.21
H -0.58368 3.31226 6.41606 0.11
H -2.12205 3.67717 4.75731 0.32
C -0.76713 -6.73752 -10.46926 -0.56
O -1.62077 -5.91904 -9.69099 -0.40
H -1.23236 -6.91216 -11.44219 0.21
H 0.19207 -6.23366 -10.61164 0.26
H -0.61668 -7.69413 -9.96280 0.23
H -1.18192 -5.78147 -8.83434 0.29
C -1.06925 2.66451 -2.64213 -0.41
O -0.36132 2.82831 -3.85717 -0.54
H -0.40508 2.90506 -1.80875 0.14
H -1.92899 3.33890 -2.62645 0.33
H -1.40386 1.62817 -2.55112 0.24
H -0.97565 2.60800 -4.57788 0.27
C 4.05007 5.04054 7.28193 -0.65
O 2.65875 5.23293 7.10440 -0.45
H 4.54496 6.01444 7.29220 0.25
H 4.23027 4.53263 8.23259 0.30
H 4.44444 4.44254 6.45663 0.28
H 2.24673 4.35226 7.09938 0.26
C -4.07642 1.84934 -0.16502 -0.71
O -2.78351 2.15464 0.32434 -0.43
H -4.62798 2.78014 -0.31637 0.28
H -3.99106 1.31996 -1.11722 0.28
H -4.60546 1.22907 0.56275 0.29
H -2.31818 1.31005 0.44884 0.24
```

strongest force on any atom	5.1	eV/Å
calculated total energy	-74081.93016	eV
HOMO-LUMO gap	8.23	eV
lowest unoccupied orbital energy	-0.120	eV